No. 1
{"formula": "H14O7", "method": "ωB97M-V with the def2-TZVPD basis set", "species": ["O", "H", "H", "O", "H", "H", "O", "H", "H", "O", "H", "H", "O", "H", "H", "O", "H", "H", "O", "H", "H"], "xyz": [[2.98823, -1.36050, -0.83141], [3.24248, -0.51327, -1.19719], [2.13856, -1.19951, -0.42108], [-1.26783, -2.35030, 1.31407], [-2.13757, -2.12146, 1.64181], [-1.10269, -1.72097, 0.61200], [-0.11836, -0.44022, 0.16497], [-0.62482, 0.27779, 0.54467], [0.05928, -0.16003, -0.73290], [1.57893, -1.01069, 2.80913], [1.32126, -0.15060, 3.14090], [1.09267, -1.10762, 1.99036], [0.30364, 0.29561, -2.51943], [1.15676, 0.68784, -2.33350], [0.39862, -0.08217, -3.39378], [-1.14450, 1.82281, 1.46791], [-0.63493, 2.41597, 2.01995], [-2.01607, 1.81606, 1.86357], [-2.08805, 1.51692, -2.19131], [-1.93310, 2.12387, -1.46755], [-1.21255, 1.26052, -2.48111]], "atomic_forces_ev_per_a": [[0.1, -0.1, -0.3], [0.2, 0.2, 0.0], [-0.3, -0.1, 0.3], [-0.5, -0.8, 0.6], [-0.2, -0.2, 0.2], [0.3, 0.2, -0.4], [0.7, 0.0, -0.3], [-0.1, 0.6, 0.5], [-0.2, -0.1, -0.6], [0.4, 0.0, 0.3], [-0.1, 0.1, 0.1], [-0.4, -0.1, -0.3], [0.3, 0.1, 0.0], [0.3, 0.2, 0.0], [0.0, -0.4, -0.3], [-0.1, 0.0, -0.2], [0.3, 0.1, 0.1], [-0.3, -0.1, 0.1], [-0.7, 0.2, 0.0], [0.0, 0.2, 0.2], [0.3, -0.2, 0.0]], "charge": 0, "total_energy_ha": -535.0592, "relative_energy_kcal_mol": 40.6, "smiles": "O.O.O.O.O.O.O", "lumo_ev": -0.2}

No. 2
{"formula": "C26H40FN3O13", "method": "ωB97M-V with the def2-TZVPD basis set", "species": ["C", "C", "C", "F", "N", "O", "C", "N", "C", "O", "O", "C", "N", "H", "H", "H", "H", "H", "H", "H", "H", "H", "H", "O", "C", "C", "C", "C", "O", "H", "H", "H", "H", "H", "H", "O", "C", "C", "C", "C", "O", "H", "H", "H", "H", "H", "H", "O", "C", "C", "C", "C", "O", "H", "H", "H", "H", "H", "H", "O", "C", "C", "C", "C", "O", "H", "H", "H", "H", "H", "H", "O", "C", "C", "C", "C", "O", "H", "H", "H", "H", "H", "H"], "xyz": [[0.79169, 0.43926, 2.04283], [-0.30256, -0.77855, 2.38499], [-0.87257, -1.25233, 0.88579], [-1.24682, 0.00109, 0.18930], [-1.96555, -2.29385, 0.96594], [-2.33218, -2.76723, -0.23725], [-3.50324, -2.00359, -0.77625], [-4.13259, -1.04522, -1.42535], [-3.13824, -1.85946, 1.81555], [-3.82095, -2.85586, 2.44412], [-3.57862, -0.47993, 2.07283], [-4.99780, -0.27319, 1.73941], [-5.06451, 0.98133, 0.84706], [1.45764, 0.06056, 1.15263], [0.22998, 1.43383, 1.72490], [1.37764, 0.62356, 3.03899], [-1.15406, -0.24346, 3.02797], [0.17006, -1.66079, 2.99153], [0.01896, -1.73989, 0.26611], [-5.67230, -0.11796, 2.68435], [-5.39318, -1.22420, 1.14991], [-5.53770, 1.76391, 1.35295], [-5.57669, 0.75212, -0.05177], [-0.57866, 2.96960, 2.93955], [-1.32859, 3.79577, 2.44637], [-2.42397, 3.50006, 1.46715], [-2.73665, 4.86941, 0.91897], [-2.39012, 5.77370, 2.07270], [-1.31159, 5.12746, 2.74718], [-3.27591, 3.07174, 2.00246], [-2.07907, 2.82291, 0.68234], [-3.77041, 4.97983, 0.58088], [-2.07778, 5.08376, 0.06870], [-3.22235, 5.88902, 2.77503], [-2.07253, 6.76409, 1.73373], [-4.16856, 7.82970, 0.87541], [-4.73039, 7.84085, -0.20737], [-4.48855, 8.83595, -1.30165], [-5.68467, 8.62172, -2.19429], [-6.01284, 7.16985, -1.96344], [-5.64660, 6.91157, -0.60884], [-3.55227, 8.58831, -1.80945], [-4.45867, 9.85478, -0.90858], [-5.49486, 8.85844, -3.24457], [-6.51617, 9.24917, -1.85088], [-5.43570, 6.50462, -2.61425], [-7.07836, 6.96524, -2.10276], [1.61528, -6.46023, -1.36365], [0.86535, -5.63406, -1.85684], [-0.23003, -5.92977, -2.83605], [-0.54271, -4.56042, -3.38423], [-0.19618, -3.65612, -2.23050], [0.88235, -4.30237, -1.55603], [-1.08197, -6.35809, -2.30075], [0.11487, -6.60692, -3.62087], [-1.57647, -4.45000, -3.72233], [0.11616, -4.34607, -4.23450], [-1.02841, -3.54081, -1.52818], [0.12141, -2.66574, -2.56947], [2.29471, -1.31786, 0.21675], [3.20480, -1.63191, -0.53245], [4.58839, -2.01794, -0.10488], [5.35977, -1.91215, -1.39608], [4.31083, -2.21767, -2.43306], [3.08830, -1.72153, -1.88987], [4.57180, -3.04269, 0.27645], [4.97417, -1.32943, 0.65046], [6.22266, -2.58150, -1.44640], [5.72067, -0.88447, -1.52503], [4.20308, -3.29276, -2.61117], [4.52046, -1.72001, -3.38438], [5.81820, -3.11675, 2.09591], [6.66423, -3.76003, 1.49708], [7.50241, -4.85395, 2.08612], [8.59596, -5.00286, 1.05881], [7.90826, -4.59257, -0.21698], [6.95087, -3.60829, 0.17081], [6.89774, -5.76112, 2.17122], [7.90348, -4.56266, 3.05962], [9.02063, -6.00926, 1.01450], [9.40910, -4.30204, 1.28390], [7.37970, -5.42629, -0.69101], [8.60907, -4.16142, -0.93781]], "atomic_forces_ev_per_a": [[-0.5, -0.5, -0.2], [-0.4, 1.4, -0.8], [1.7, 0.5, 0.6], [0.1, -2.6, 1.0], [0.8, 4.6, 3.9], [-5.2, 1.1, -3.1], [-1.5, 7.0, -5.1], [5.2, -8.9, 5.9], [-4.8, -4.4, 4.6], [4.3, 6.3, -4.4], [1.2, -3.5, -1.5], [-1.8, 0.3, -1.3], [-1.1, -1.6, 0.7], [-1.3, 1.1, 2.3], [1.2, -2.5, 0.9], [-0.9, -0.2, -2.1], [1.6, -1.5, -1.5], [-0.9, 1.6, -1.4], [-2.1, 1.2, 1.3], [1.8, -0.4, -1.5], [0.8, 2.2, 1.4], [0.4, -1.1, -0.7], [0.9, 0.5, 1.6], [-1.0, 1.9, -0.4], [1.0, -1.3, 1.1], [0.0, 0.0, -0.5], [-0.5, 0.1, -0.7], [-0.3, 0.8, -0.1], [0.5, -0.9, 0.1], [0.2, -0.2, -0.1], [-0.1, -0.2, 0.4], [0.2, 0.1, 0.1], [-0.1, 0.0, 0.1], [0.1, 0.0, -0.1], [0.0, -0.2, 0.3], [-1.3, -0.4, -1.6], [1.1, -0.2, 1.8], [-0.2, 0.4, -0.2], [-0.3, 0.6, -0.6], [-0.4, -0.3, -0.6], [0.5, 0.3, 0.7], [0.0, 0.1, 0.2], [0.3, -0.3, 0.1], [-0.1, -0.1, 0.1], [0.1, -0.1, -0.1], [0.0, 0.0, 0.1], [0.2, -0.1, 0.2], [-0.8, 1.7, -0.6], [1.1, -1.3, 1.1], [-0.1, 0.0, -0.5], [-0.4, 0.2, -0.8], [-0.5, 0.7, -0.1], [0.5, -0.9, 0.0], [0.1, -0.1, 0.0], [-0.1, -0.2, 0.4], [0.1, 0.1, 0.1], [-0.1, 0.0, 0.1], [0.4, -0.2, -0.3], [0.1, -0.1, 0.3], [1.1, -0.8, -1.9], [-1.1, 0.1, 1.0], [0.2, 0.4, -0.3], [0.8, 0.1, -0.3], [0.3, -0.1, -0.6], [-0.6, 0.3, 0.7], [-0.2, 0.4, 0.0], [-0.3, -0.4, 0.1], [-0.4, 0.3, -0.2], [-0.1, -0.1, 0.0], [0.0, 0.1, 0.0], [-0.3, -0.1, 0.1], [1.7, -1.0, -1.1], [-1.6, 0.9, 1.5], [0.5, -0.1, 0.2], [0.8, -0.4, 0.2], [0.4, -0.3, -0.6], [0.0, 0.0, 0.9], [0.0, 0.1, 0.1], [-0.4, -0.1, 0.0], [0.0, 0.2, -0.1], [-0.1, -0.1, -0.1], [0.0, 0.1, 0.0], [-0.3, 0.1, 0.0]], "charge": 0, "total_energy_ha": -2256.6873, "smiles": "CC[C@H](F)N(OC#N)C(=O)OCN.O=C1CCCO1.O=C1CCCO1.O=C1CCCO1.O=C1CCCO1.O=C1CCCO1", "lumo_ev": -0.8}

No. 3
{"formula": "C14H40AlN3O7P", "method": "ωB97M-V with the def2-TZVPD basis set", "species": ["C", "P", "O", "Al", "N", "C", "O", "O", "H", "H", "H", "H", "H", "H", "H", "H", "H", "H", "C", "O", "C", "C", "N", "C", "C", "O", "C", "H", "H", "H", "H", "H", "H", "H", "H", "H", "H", "H", "H", "H", "H", "H", "C", "O", "C", "C", "N", "C", "C", "O", "C", "H", "H", "H", "H", "H", "H", "H", "H", "H", "H", "H", "H", "H", "H", "H"], "xyz": [[4.66223, 5.67215, 2.82987], [4.34550, 4.78367, 1.23553], [3.19227, 5.82817, 0.54714], [3.26400, 2.78032, 1.96871], [4.06599, 1.32181, 1.07461], [1.29782, 2.71888, 1.46448], [0.48938, 3.39257, 2.42208], [-0.79944, 3.67658, 1.79624], [3.80049, 6.28508, 3.08632], [4.78288, 4.92794, 3.61791], [5.56011, 6.28100, 2.77332], [2.33018, 5.40796, 0.54788], [3.55313, 2.60627, 3.55546], [5.04775, 1.34188, 1.34118], [4.08156, 1.52923, 0.07792], [1.13545, 3.20897, 0.49796], [0.93483, 1.69075, 1.34652], [-1.42040, 3.25149, 2.39852], [-5.66897, -0.34996, -3.56012], [-5.49618, 0.95432, -3.05218], [-6.22225, 1.22865, -1.86165], [-5.29673, 1.41820, -0.68299], [-4.64957, 0.16859, -0.31562], [-3.60107, 0.29907, 0.69341], [-2.36343, 1.11396, 0.34427], [-1.56403, 0.52791, -0.66169], [-1.89888, 0.85692, -1.99153], [-5.15916, -0.39047, -4.52093], [-5.23886, -1.11355, -2.90244], [-6.72857, -0.57971, -3.71459], [-6.94004, 0.42760, -1.65905], [-6.78250, 2.15435, -2.02360], [-5.88517, 1.77245, 0.16948], [-4.58113, 2.21019, -0.94523], [-4.24853, -0.24739, -1.14661], [-3.26891, -0.71011, 0.94851], [-4.05004, 0.72377, 1.59810], [-1.73186, 1.15031, 1.23327], [-2.59855, 2.15364, 0.08866], [-2.30433, 1.87037, -2.06421], [-2.61999, 0.15511, -2.42632], [-0.98309, 0.80540, -2.58022], [2.11270, -6.38795, -0.19170], [1.20779, -5.47859, 0.39008], [1.67698, -4.86414, 1.58714], [1.93536, -3.38926, 1.39346], [3.07513, -3.16164, 0.52169], [3.28111, -1.75614, 0.14817], [2.20294, -1.08471, -0.68234], [2.05751, -1.61072, -1.99975], [1.18513, -2.70834, -2.12181], [1.59785, -6.86854, -1.02253], [3.01198, -5.89265, -0.57480], [2.41901, -7.15904, 0.52379], [2.58345, -5.36620, 1.93938], [0.89954, -4.99303, 2.34622], [2.14670, -2.94105, 2.36887], [1.00726, -2.93490, 1.01617], [2.95773, -3.71418, -0.31800], [4.21590, -1.70598, -0.41447], [3.43218, -1.15818, 1.04704], [2.49874, -0.04344, -0.80178], [1.22809, -1.07716, -0.17990], [0.36818, -2.65672, -1.39552], [1.69868, -3.66922, -2.00144], [0.75817, -2.68258, -3.12640]], "atomic_forces_ev_per_a": [[-0.1, -0.3, 0.1], [0.3, 0.2, -0.2], [0.0, 0.0, -0.2], [-0.1, -0.6, 0.3], [-0.1, 0.5, 0.1], [-0.3, 0.1, 0.1], [0.2, 0.1, -0.1], [-0.2, 0.1, -0.1], [-0.1, 0.1, 0.0], [0.1, 0.0, 0.1], [0.0, 0.2, 0.0], [-0.2, 0.0, 0.1], [0.0, 0.1, 0.0], [0.1, -0.2, 0.0], [0.1, -0.1, -0.1], [0.1, 0.1, -0.2], [0.0, -0.1, 0.0], [0.1, -0.1, 0.2], [0.0, 0.0, 0.0], [0.0, -0.1, 0.0], [-0.1, 0.1, 0.0], [0.2, -0.1, 0.0], [0.0, 0.0, -0.1], [-0.1, -0.1, 0.0], [0.1, 0.0, 0.1], [0.0, -0.1, -0.1], [0.1, 0.0, 0.0], [0.0, 0.0, 0.0], [0.0, 0.0, 0.0], [0.0, 0.0, 0.0], [0.0, 0.0, 0.0], [0.0, 0.0, 0.0], [0.0, 0.0, 0.0], [-0.1, 0.0, 0.0], [0.0, 0.0, 0.0], [0.0, 0.0, 0.0], [0.0, 0.0, 0.0], [0.0, 0.0, 0.0], [0.0, 0.0, -0.1], [0.0, 0.0, 0.0], [0.0, 0.1, 0.0], [0.0, 0.0, 0.0], [0.0, 0.0, 0.0], [0.0, 0.0, 0.0], [-0.1, 0.0, 0.2], [0.0, 0.1, -0.1], [-0.1, 0.0, -0.1], [0.1, -0.3, 0.0], [-0.1, 0.2, 0.1], [0.0, -0.1, 0.0], [0.0, 0.0, -0.1], [0.0, 0.0, 0.0], [0.0, 0.0, 0.0], [0.0, 0.0, 0.0], [0.0, 0.0, 0.0], [0.0, 0.0, 0.0], [0.0, 0.0, 0.0], [0.0, 0.0, 0.1], [0.0, 0.0, 0.0], [0.0, 0.0, 0.0], [0.0, 0.1, 0.0], [0.0, 0.0, 0.0], [0.0, -0.1, 0.0], [0.0, 0.0, 0.0], [0.0, 0.0, 0.1], [0.0, 0.0, 0.0]], "charge": -1, "total_energy_ha": -1832.0340, "lumo_ev": 2.4}